(1)
Molecular formula: C9H36N18O9
Method: DFT, ωB97M-V/def2-TZVPD

Each line ends with the Löwdin charge.
Positions of all 72 atoms, in Å:
N  2.626  -0.144  -0.622  0.1910
C  3.628  0.730  -0.870  -0.6405
N  4.832  0.176  -1.163  0.1680
O  3.471  1.959  -0.950  -0.0301
H  2.771  -1.134  -0.560  0.1145
H  1.726  0.235  -0.414  0.0627
H  4.953  -0.821  -1.157  0.0998
H  5.634  0.698  -1.457  0.1084
N  2.610  4.797  -1.067  0.1661
C  1.352  5.273  -1.272  -0.6354
N  1.290  6.503  -1.877  0.1535
O  0.308  4.736  -0.884  -0.0231
H  3.398  5.412  -1.071  0.1012
H  2.693  3.825  -0.768  0.0692
H  2.136  6.944  -2.180  0.0914
H  0.399  6.718  -2.285  0.1052
N  -0.439  0.753  -1.243  0.1646
C  -0.475  -0.263  -0.326  -0.6678
N  -0.696  0.171  0.949  0.1836
O  -0.202  -1.421  -0.646  0.0066
H  -0.424  1.735  -1.012  0.1037
H  -0.412  0.534  -2.222  0.0603
H  -0.683  -0.537  1.662  0.0985
H  -0.981  1.121  1.106  0.1062
N  0.964  -3.048  4.471  0.1755
C  0.766  -4.393  4.417  -0.6131
N  1.908  -5.131  4.535  0.1625
O  -0.307  -4.911  4.088  -0.0374
H  0.183  -2.404  4.369  0.0577
H  1.906  -2.709  4.430  0.0983
H  1.865  -6.131  4.490  0.1081
H  2.770  -4.704  4.815  0.0956
N  -0.939  -3.692  0.957  0.1592
C  -1.451  -4.909  0.591  -0.6524
N  -1.593  -5.751  1.683  0.1389
O  -2.049  -5.140  -0.456  -0.0021
H  -0.809  -3.482  1.930  0.0626
H  -0.850  -2.886  0.345  0.0470
H  -2.103  -6.605  1.611  0.0926
H  -1.045  -5.444  2.478  0.0302
N  -1.395  -2.676  -4.729  0.1629
C  -0.775  -1.454  -4.641  -0.6399
N  -1.669  -0.438  -4.390  0.1560
O  0.406  -1.250  -4.858  0.0247
H  -0.797  -3.435  -5.003  0.1051
H  -2.373  -2.854  -4.620  0.0963
H  -1.309  0.499  -4.354  0.0921
H  -2.652  -0.593  -4.297  0.0957
N  1.469  1.065  -3.705  0.1499
C  1.800  2.203  -4.398  -0.6599
N  2.699  2.995  -3.725  0.1558
O  1.412  2.383  -5.545  0.0130
H  1.713  0.820  -2.762  0.0555
H  1.066  0.309  -4.269  0.0484
H  3.044  2.574  -2.874  0.0406
H  2.975  3.936  -3.914  0.0892
N  -2.725  -3.535  4.476  0.1716
C  -2.482  -2.242  4.852  -0.6370
N  -3.533  -1.654  5.516  0.1488
O  -1.505  -1.595  4.472  -0.0149
H  -1.889  -3.979  4.085  0.0505
H  -3.438  -4.103  4.890  0.1002
H  -3.379  -0.729  5.878  0.1012
H  -4.256  -2.183  5.965  0.0921
N  -3.269  4.665  -0.518  0.1508
C  -3.017  4.922  0.796  -0.6901
N  -1.683  5.089  1.112  0.1447
O  -3.873  4.919  1.669  0.0033
H  -4.231  4.546  -0.773  0.0994
H  -2.542  4.719  -1.206  0.0822
H  -1.004  5.146  0.360  0.0344
H  -1.522  5.270  2.085  0.0965

Cartesian forces (eV/Å) of the 3 atoms listed first:
N 0.421 0.300 0.179
C 0.366 0.735 -0.889
N 0.317 -0.936 0.259

HOMO level (eV): -8.85
Molecular weight (g mol⁻¹): 540.504
DFT total energy (eV): -55176.4142
SMILES: NC(N)=O.NC(N)=O.NC(N)=O.NC(N)=O.NC(N)=O.NC(N)=O.NC(N)=O.NC(N)=O.NC(N)=O

(2)
Molecular formula: C27H39N5O2
Method: DFT, ωB97M-V/def2-TZVPD

Each line ends with the Löwdin charge.
Positions of all 73 atoms, in Å:
C  -4.500  0.485  2.614  -0.1459
C  -3.437  -0.196  1.520  -0.2591
C  -3.761  0.359  -0.024  -0.1751
C  -2.544  1.459  -0.339  -0.1181
C  -2.925  3.058  -0.456  0.0134
C  -1.646  4.101  -0.718  0.0292
C  -0.145  3.462  -0.833  -0.0325
C  0.255  1.878  -0.743  -0.0307
C  -0.993  0.856  -0.486  0.0482
C  1.871  1.676  -0.894  -0.2447
O  2.538  0.546  -0.649  -0.0299
N  2.440  3.050  -1.310  0.0965
C  1.343  4.104  -1.047  -0.2632
O  1.439  5.429  -0.924  -0.0439
H  -5.526  -0.084  2.651  0.0748
H  -4.632  1.653  2.431  0.0772
H  -3.979  0.383  3.676  0.0753
H  -2.358  0.173  1.858  0.1038
H  -3.422  -1.367  1.578  0.0201
H  -4.824  0.894  -0.075  0.1179
H  -3.657  -0.481  -0.831  0.0926
H  -4.044  3.454  -0.327  0.1033
H  -1.793  5.259  -0.779  0.0492
H  -0.741  -0.299  -0.404  0.1093
H  3.057  3.225  -0.467  0.1420
C  -2.033  -3.616  -2.328  -0.1080
C  -1.369  -4.412  -1.209  -0.2768
C  -2.377  -5.016  -0.230  -0.1852
C  -3.182  -3.907  0.428  -0.0889
N  -3.850  -2.987  0.973  0.1172
H  -2.588  -2.757  -1.939  0.0567
H  -1.277  -3.228  -3.018  0.0755
H  -2.726  -4.245  -2.899  0.0793
H  -0.675  -3.755  -0.671  0.1130
H  -0.772  -5.218  -1.652  0.0905
H  -1.853  -5.587  0.544  0.0648
H  -3.059  -5.697  -0.751  0.1181
C  1.866  -6.696  -1.408  -0.1156
C  2.530  -7.492  -0.289  -0.2717
C  1.522  -8.096  0.690  -0.1887
C  0.717  -6.987  1.347  -0.1374
N  0.049  -6.067  1.893  0.1196
H  1.311  -5.837  -1.019  0.0506
H  2.622  -6.308  -2.099  0.0779
H  1.173  -7.325  -1.979  0.0796
H  3.225  -6.835  0.249  0.1164
H  3.127  -8.297  -0.732  0.1108
H  2.046  -8.667  1.464  0.1151
H  0.840  -8.777  0.169  0.1162
C  4.691  -0.984  1.748  -0.1185
C  6.020  -0.278  1.500  -0.2769
C  7.029  -1.154  0.755  -0.1982
C  7.330  -2.399  1.573  -0.1698
N  7.580  -3.432  2.252  0.0960
H  4.814  -1.865  2.386  0.0687
H  3.993  -0.311  2.256  0.0743
H  4.233  -1.301  0.804  0.0699
H  6.440  0.037  2.463  0.1115
H  5.836  0.631  0.917  0.1059
H  7.959  -0.599  0.590  0.1108
H  6.633  -1.452  -0.222  0.1154
C  -2.175  9.920  0.411  -0.1154
C  -1.379  9.243  -0.700  -0.2729
C  -2.269  8.534  -1.723  -0.1856
C  -3.083  7.452  -1.034  -0.1508
N  -3.758  6.554  -0.462  0.1189
H  -2.747  9.194  0.998  0.0702
H  -1.501  10.436  1.102  0.0742
H  -2.873  10.658  -0.001  0.0772
H  -0.684  8.523  -0.250  0.1131
H  -0.773  9.997  -1.213  0.1108
H  -1.652  8.078  -2.504  0.1154
H  -2.949  9.248  -2.201  0.1167

Cartesian forces (eV/Å) of the 3 atoms listed first:
C 1.078 -0.276 0.378
C 0.009 0.941 0.651
C 1.604 0.825 0.472

HOMO level (eV): -8.61
Molecular weight (g mol⁻¹): 465.642
DFT total energy (eV): -40162.3801
SMILES: CCCc1ccc2c(c1)C(=O)NC2=O.CCCC#N.CCCC#N.CCCC#N.CCCC#N

- Number 1 is which compound?
  C9H36N18O9

- Look up the HOMO level of the first one.
  -8.85 eV

- HOMO level of number 1 (C9H36N18O9)?
  -8.85 eV